A cluster of 2 separate species, C6H15N3 in total. Source: the Open Molecules 2025 dataset; level of theory: wB97M-V/def2-TZVPD.

Atoms and positions in Å:
H (-0.952779, 2.960069, -0.665820)
N (-0.678884, 2.013314, -0.424651)
C (-0.657351, 1.216933, -1.411940)
N (-0.356126, -0.097380, -1.298141)
C (-0.037645, -0.771437, -0.100462)
C (1.256886, -1.540073, -0.141173)
C (-0.859037, -0.757635, 0.953319)
C (-2.186068, -0.066821, 0.927579)
C (-0.509448, -1.446933, 2.239481)
H (-0.871307, 1.497575, -2.455747)
H (-0.063679, -0.558846, -2.146614)
H (1.947383, -1.168686, 0.612725)
H (1.091083, -2.598468, 0.047520)
H (1.733895, -1.425663, -1.109652)
H (-2.049030, 1.001761, 1.100808)
H (-2.660296, -0.175692, -0.046206)
H (-2.843626, -0.473790, 1.691282)
H (-0.923371, -0.892607, 3.080644)
H (-0.936099, -2.452399, 2.257275)
H (0.565685, -1.533653, 2.376596)
N (2.449693, 1.624149, -1.571722)
H (1.743181, 1.598048, -0.842808)
H (3.350410, 1.481626, -1.125072)
H (2.446531, 2.566610, -1.947219)

Forces on the atoms, in the same order (eV/Å):
0.038 -0.160 -0.291
0.076 0.340 0.438
-0.204 0.485 -0.635
-0.052 -0.476 -0.268
-0.025 -0.207 0.373
-0.159 0.043 0.041
-0.072 0.110 -0.128
0.074 -0.069 -0.005
0.152 0.049 -0.156
0.058 0.001 0.261
-0.074 0.157 0.047
0.161 0.005 0.062
0.064 -0.122 0.032
0.111 -0.010 -0.087
-0.080 0.006 0.052
-0.093 0.048 -0.079
-0.102 -0.081 0.055
0.018 -0.021 0.077
-0.031 -0.054 0.085
0.055 -0.061 0.088
0.099 -0.059 0.029
0.037 0.081 0.018
-0.077 0.046 -0.072
0.028 -0.050 0.063

Calculated values
SMILES	[H]/N=C/NC(C)=C(C)C.N
charge	0
calculated total energy	-401.863500	Eh
M	129.2	g mol⁻¹
Kohn-Sham gap	9.0	eV
energy above the lowest of the compared OMol25 structures with the same formula, charge and spin	62.4	kJ/mol
maximum force	0.8	eV/A


A cluster of 5 separate species, C19H30BF13NO8S in total. Source: the Open Molecules 2025 dataset; level of theory: wB97M-V/def2-TZVPD.

Atoms and positions in Å:
C (-3.346374, 4.591052, 0.414592)
C (-2.359564, 3.551959, -0.087152)
F (-1.120586, 4.262910, -0.313506)
B (-2.057152, 2.272576, 0.873797)
S (-3.507529, 0.975365, 0.606640)
C (-1.823117, 2.670401, 2.443812)
N (-3.027754, 2.784139, 3.321515)
H (-4.367447, 4.268481, 0.199783)
H (-3.249139, 4.765365, 1.486743)
H (-3.189381, 5.545036, -0.100192)
H (-2.690231, 3.213600, -1.076545)
H (-1.034543, 1.736741, 0.457582)
H (-2.759488, -0.127686, 0.518305)
H (-1.225864, 3.595579, 2.512784)
H (-1.190440, 1.887446, 2.877997)
H (-2.803411, 2.466082, 4.253403)
H (-3.317427, 3.750177, 3.401888)
C (0.036185, 3.648056, -3.554306)
C (1.076300, 3.805909, -2.474300)
O (2.377051, 3.304396, -2.916879)
C (3.102459, 4.113557, -3.649234)
O (2.854572, 5.224705, -4.018656)
C (4.453851, 3.432033, -3.980093)
F (4.289116, 2.155070, -4.357524)
F (5.249500, 3.434745, -2.898515)
F (5.083968, 4.072838, -4.959577)
H (-0.035537, 2.606044, -3.867599)
H (-0.927486, 3.956122, -3.150031)
H (0.269910, 4.260759, -4.425666)
H (0.825915, 3.212148, -1.599783)
H (1.187814, 4.842081, -2.162676)
C (5.445905, -0.485466, -2.549530)
C (4.031494, -0.903105, -2.878057)
O (3.876468, -2.339114, -2.732920)
C (3.671496, -2.783194, -1.507006)
O (3.587571, -2.152858, -0.497066)
C (3.514889, -4.323934, -1.537033)
F (4.455444, -4.898574, -2.298055)
F (2.318696, -4.658382, -2.045855)
F (3.604678, -4.827662, -0.312046)
H (6.157267, -1.041948, -3.161109)
H (5.571692, 0.577478, -2.747763)
H (5.674748, -0.670914, -1.500525)
H (3.791598, -0.708213, -3.920145)
H (3.300205, -0.393624, -2.252553)
C (-0.292264, -5.387505, -3.600765)
C (-1.324674, -6.420670, -3.986631)
O (-2.618779, -6.122092, -3.412240)
C (-3.358147, -5.250039, -4.077015)
O (-3.084337, -4.691029, -5.096878)
C (-4.724602, -5.077179, -3.368971)
F (-4.586913, -4.952092, -2.050066)
F (-5.482243, -6.163803, -3.608595)
F (-5.361496, -4.014005, -3.838828)
H (-0.228925, -5.299867, -2.516843)
H (0.684078, -5.684677, -3.982681)
H (-0.541049, -4.409744, -4.011474)
H (-1.072736, -7.400545, -3.587061)
H (-1.432627, -6.501317, -5.067759)
C (0.138313, -1.612677, 7.995449)
C (0.484886, -0.179861, 7.661049)
O (-0.667427, 0.526173, 7.152463)
C (-1.509715, 1.005191, 8.048767)
O (-1.428355, 0.929601, 9.240556)
C (-2.655039, 1.755127, 7.323442)
F (-3.109079, 1.050343, 6.290684)
F (-2.198879, 2.932098, 6.877464)
F (-3.662614, 1.985872, 8.162412)
H (-0.284892, -2.113115, 7.124763)
H (1.039147, -2.145912, 8.300305)
H (-0.583483, -1.658866, 8.810015)
H (1.211708, -0.122571, 6.854552)
H (0.873823, 0.354987, 8.526940)

Forces on the atoms, in the same order (eV/Å):
0.025 0.095 -0.152
-0.259 -0.166 0.097
0.118 0.117 -0.095
0.232 0.099 0.044
-0.149 -0.005 0.057
-0.065 -0.169 0.085
0.069 -0.010 -0.171
-0.006 -0.086 0.144
0.010 0.018 -0.010
-0.029 -0.022 -0.023
0.178 0.083 -0.075
-0.040 0.059 -0.066
0.055 -0.030 -0.057
0.095 -0.071 -0.088
-0.054 0.009 0.039
-0.024 0.111 0.058
-0.037 -0.009 0.025
0.088 -0.020 -0.120
-0.315 0.022 0.288
0.020 0.005 -0.011
0.075 -0.059 -0.008
-0.017 0.016 -0.010
-0.081 0.056 0.021
0.004 -0.025 -0.046
0.019 -0.010 -0.002
0.015 -0.004 0.002
-0.043 -0.006 0.041
0.005 -0.019 0.028
-0.015 0.032 0.022
0.063 -0.030 -0.015
0.074 0.004 -0.060
0.072 -0.122 0.067
0.032 0.257 -0.068
-0.070 -0.002 -0.025
-0.022 -0.102 -0.010
0.041 0.019 0.020
0.028 0.067 -0.019
0.017 -0.010 0.015
0.031 0.022 0.030
-0.021 -0.012 -0.001
-0.006 0.036 -0.035
-0.020 0.004 0.003
-0.039 0.030 0.009
-0.003 -0.069 -0.008
0.000 -0.091 0.066
-0.142 0.089 0.068
0.171 -0.132 -0.107
0.004 0.022 0.011
-0.099 -0.005 0.041
0.014 0.012 -0.015
0.074 -0.007 -0.046
-0.008 0.008 -0.001
0.000 0.008 0.007
-0.005 -0.013 0.004
0.036 -0.021 -0.004
0.001 -0.010 0.004
0.001 -0.019 -0.034
-0.047 0.012 0.047
-0.039 0.051 0.006
-0.101 0.003 -0.015
0.158 -0.040 0.030
0.005 0.010 -0.014
-0.058 0.066 -0.052
0.000 -0.020 0.012
0.101 -0.099 0.084
-0.053 0.044 0.014
-0.027 0.008 -0.016
0.006 0.000 -0.001
0.032 -0.009 -0.007
0.004 0.001 -0.003
0.024 0.011 0.016
-0.041 0.011 -0.031
-0.060 0.011 0.013

Calculated values
charge	-1
calculated total energy	-3120.099964	Eh
M	690.3	g mol⁻¹
Kohn-Sham gap	6.2	eV
maximum force	0.4	eV/A


Q: Which of these has the highest Kohn-Sham gap?
A: C6H15N3